DFT (wB97M-V/def2-TZVPD) results for a structure of composition C5H9N.

Geometry as XYZ:
```
15
Properties=species:S:1:pos:R:3
C 1.84 -0.02 -0.06
C 0.35 -0.11 -0.12
C -0.63 -0.16 1.08
N -1.55 0.06 -0.05
C -0.60 0.98 -0.69
C -0.35 -1.18 -0.97
H 2.23 -0.01 -1.08
H 2.24 -0.90 0.46
H 2.17 0.88 0.47
H -0.80 -1.13 1.56
H -0.56 0.64 1.84
H -0.51 1.99 -0.26
H -0.74 1.00 -1.77
H -2.55 0.03 -0.09
H -0.53 -2.07 -0.33
```

## Properties
- E: -6815.6094 eV
- LUMO energy: 0.86 eV